C25H53ClO3P2ReSSi2 | ωB97M-V/def2-TZVPD

## Properties
* total charge: 0
* Kohn-Sham gap (spin up / spin down): 5.82 / 7.24 eV
* E_HOMO (spin up / spin down): -5.38 / -7.16 eV
* spin multiplicity: 4

CARTESIAN COORDINATES (ANGSTROEM)
Re1 0.02689 0.00093 0.09539
C1 -0.24730 1.91783 1.64191
C2 -1.00155 0.82587 2.14002
C3 -0.04600 -0.23898 2.36902
Si1 -2.86112 0.93453 2.36326
C4 1.24569 0.23000 2.01614
C5 1.13333 1.60215 1.56079
Si2 2.39162 2.83823 0.93377
H1 -0.67437 2.88002 1.36501
H2 -0.26870 -1.18881 2.83775
H3 2.17579 -0.30184 2.17197
Cl1 0.50582 -2.15283 -1.02419
C6 1.65842 4.55363 1.03885
C7 3.97296 2.76617 1.90850
C8 -3.36095 2.73247 2.40582
C9 -3.41740 0.08511 3.92554
H4 3.79001 3.10713 2.94200
H5 4.72834 3.43996 1.47282
H6 4.41775 1.76470 1.96987
H7 0.74626 4.64894 0.43492
H8 2.38174 5.29667 0.67596
H9 1.40302 4.81643 2.07822
H10 -3.01140 0.61278 4.80536
H11 -3.10602 -0.96460 4.00165
H12 -4.51596 0.11303 4.00749
H13 -2.88485 3.26292 3.24414
H14 -4.44803 2.81867 2.52774
H15 -3.08326 3.24766 1.47483
C10 2.64451 2.41639 -0.89679
C11 -3.60249 0.14503 0.80687
P1 2.39514 0.62559 -1.18506
H16 3.60140 2.82095 -1.28768
H17 1.83455 2.92970 -1.45027
P2 -2.48928 -1.14798 0.14908
H18 -3.62528 0.94250 0.04086
H19 -4.65057 -0.18147 0.96675
C12 -3.32212 -1.82883 -1.38786
C13 -2.68523 -2.52793 1.42212
C14 3.93097 -0.11935 -0.38786
C15 2.65669 0.34753 -3.02393
C16 1.32177 0.17940 -3.73908
H20 3.18893 -0.61935 -3.07539
C17 3.49549 1.41247 -3.72157
H21 2.97096 2.37659 -3.74134
H22 3.67255 1.11408 -4.76751
H23 4.47488 1.56287 -3.25220
H24 0.74579 -0.65690 -3.32231
H25 1.48294 -0.01728 -4.80833
H26 0.70207 1.08498 -3.65458
H27 3.82524 0.20051 0.66081
C18 5.26935 0.40231 -0.90807
C19 3.89073 -1.64412 -0.41873
H28 5.33571 1.49612 -0.89412
H29 5.46966 0.04749 -1.92746
H30 6.07968 0.01689 -0.26546
H31 2.97754 -2.03198 0.04693
H32 4.75898 -2.04106 0.12773
H33 3.93300 -2.03107 -1.44357
H34 -2.32412 -2.04550 2.34415
C20 -1.76147 -3.70331 1.11829
C21 -4.11558 -3.00511 1.66688
H35 -4.80545 -2.18488 1.89620
H36 -4.12322 -3.69075 2.53145
H37 -4.50381 -3.56586 0.80655
H38 -0.71627 -3.38284 1.04045
H39 -2.02959 -4.19950 0.17827
H40 -1.84155 -4.44561 1.92625
C22 -2.66491 -1.27098 -2.64521
C23 -4.83100 -1.61643 -1.44716
H41 -3.11206 -2.91330 -1.35123
H42 -5.07296 -0.55098 -1.54046
H43 -5.35451 -2.01440 -0.57009
H44 -5.23836 -2.12619 -2.33428
H45 -2.76472 -0.17725 -2.70124
H46 -3.13508 -1.70018 -3.54245
H47 -1.59414 -1.51261 -2.67640
C24 1.41432 -5.50032 -2.25386
H48 1.83662 -5.98725 -1.37873
H49 0.53887 -6.04508 -2.59849
H50 2.15691 -5.44566 -3.04603
C25 -0.33162 3.70690 -2.51147
S1 -1.37624 2.23908 -1.78797
O1 -1.90356 2.56820 -0.49454
O2 -2.36226 2.11505 -2.78453
O3 -0.66427 0.64486 -1.73171
H51 0.07396 4.32534 -1.71020
H52 -1.06654 4.28460 -3.09282
H53 0.44873 3.35743 -3.19179

C25H53GaNO2 | ωB97M-V/def2-TZVPD

## Properties
* total charge: -1
* Kohn-Sham gap: 7.29 eV
* E_HOMO: -4.63 eV
* spin multiplicity: 1

CARTESIAN COORDINATES (ANGSTROEM)
C1 4.57043 -2.93285 0.86869
C2 5.26698 -2.48873 -0.41873
C3 6.55075 -1.69906 -0.16840
C4 7.10879 -1.04171 -1.44885
C5 7.31580 0.45699 -1.27686
C6 5.96999 1.20428 -1.12570
C7 5.92370 2.13080 0.08242
C8 4.53736 2.77821 0.22638
C9 3.68265 2.06343 1.28015
C10 2.19692 2.43504 1.14264
C11 1.42362 1.53211 0.16549
C12 -0.02676 1.22096 0.60571
C13 -1.10151 2.05117 -0.09294
Ga1 -3.04065 1.49279 0.27277
C14 -4.23268 3.17002 0.16010
C15 -4.30710 3.90537 -1.18690
N1 -3.09570 3.91868 -1.99889
C16 -3.31665 0.77399 2.19178
C17 -2.54864 -0.49540 2.55908
C18 -3.10002 -1.79474 1.96813
C19 -4.55126 -2.09637 2.33446
C20 -5.21360 -3.24396 1.52391
C21 -4.26670 -4.25215 0.87885
C22 -5.07411 -5.36839 0.20071
C23 -3.61879 -0.00985 -1.01337
C24 -4.04124 0.41173 -2.40577
O1 -2.95189 0.17006 -3.36529
C25 -3.44438 -0.03137 -4.60084
O2 -3.10241 -0.94685 -5.34134
H1 4.72937 -2.21634 1.67214
H2 3.50192 -3.06828 0.72464
H3 4.97299 -3.89007 1.19882
H4 5.50412 -3.38058 -1.00002
H5 4.59688 -1.88747 -1.03410
H6 6.37108 -0.95680 0.60855
H7 7.29986 -2.40136 0.19956
H8 8.05573 -1.52017 -1.70318
H9 6.43129 -1.24535 -2.27922
H10 7.87900 0.88394 -2.10515
H11 7.90123 0.60249 -0.36665
H12 5.18154 0.45486 -1.04232
H13 5.77543 1.77860 -2.03047
H14 6.72688 2.86347 0.00339
H15 6.11326 1.52571 0.97110
H16 4.58871 3.84472 0.44106
H17 3.99674 2.67749 -0.71642
H18 4.05610 2.28660 2.27962
H19 3.80282 0.99227 1.10347
H20 2.16462 3.45871 0.76160
H21 1.72970 2.46238 2.12479
H22 1.42384 1.96443 -0.83384
H23 1.97696 0.59112 0.08506
H24 -0.19238 0.14925 0.47995
H25 -0.09197 1.40553 1.67977
H26 -0.90149 2.02380 -1.16854
H27 -0.99640 3.09147 0.23331
H28 -3.86220 3.86111 0.92469
H29 -5.24525 2.89733 0.47533
H30 -5.11063 3.48030 -1.79035
H31 -4.58179 4.95395 -1.03183
H32 -2.89594 3.01919 -2.40420
H33 -2.30206 4.25055 -1.47827
H34 -4.39232 0.62954 2.29578
H35 -3.05525 1.57815 2.88425
H36 -2.56926 -0.62414 3.65267
H37 -1.49471 -0.43814 2.29238
H38 -2.50166 -2.60934 2.38800
H39 -2.93096 -1.84630 0.89398
H40 -4.54817 -2.42180 3.37620
H41 -5.17540 -1.21343 2.24774
H42 -5.87170 -2.83616 0.75691
H43 -5.83318 -3.81677 2.21684
H44 -3.59764 -4.70023 1.61104
H45 -3.67044 -3.76052 0.11383
H46 -4.47796 -6.25482 0.00014
H47 -5.91549 -5.64713 0.83640
H48 -5.50713 -5.00375 -0.72966
H49 -2.76197 -0.67856 -1.12280
H50 -4.39730 -0.61330 -0.54616
H51 -4.89324 -0.19496 -2.73118
H52 -4.35818 1.45268 -2.48312
H53 -4.16091 0.73191 -4.95291

C25H53NO5PS2 | ωB97M-V/def2-TZVPD

## Properties
* total charge: +1
* Kohn-Sham gap: 7.58 eV
* E_HOMO: -11.46 eV
* spin multiplicity: 1

CARTESIAN COORDINATES (ANGSTROEM)
C1 3.10975 -4.15936 1.13758
C2 2.71307 -2.88426 1.85623
O1 1.51493 -2.99352 2.63034
C3 0.36149 -3.17082 1.89754
C4 -0.07438 -1.88620 1.25138
N1 0.06177 -0.82542 2.05965
C5 -0.27964 0.42780 1.72186
C6 -0.80457 0.67354 0.45552
O2 -1.23634 1.88978 0.11670
C7 -0.36371 3.03752 0.24258
C8 0.47840 3.28294 -0.98273
C9 -0.97749 -0.40038 -0.44910
C10 -1.59192 -0.06821 -1.75201
C11 -3.11606 0.14076 -1.62696
C12 -3.98249 -0.97560 -2.16511
S1 -3.71938 -1.26700 -3.93568
C13 -0.59214 -1.68990 -0.03775
P1 -0.67119 -3.08544 -1.20851
S2 0.98953 -3.31946 -2.18717
H1 4.01802 -4.56446 1.54973
H2 3.24403 -3.97922 0.08435
H3 2.35189 -4.92221 1.23008
H4 3.47512 -2.64466 2.57774
H5 2.66908 -2.03688 1.18258
H6 0.41342 -3.96829 1.17062
H7 -0.40953 -3.43541 2.61184
H8 0.45786 -0.99023 2.97737
H9 -0.14347 1.21101 2.43991
H10 -1.01996 3.86457 0.44596
H11 0.28954 2.92295 1.09836
H12 -0.02465 3.92581 -1.68543
H13 1.40625 3.73809 -0.67560
H14 0.72711 2.35227 -1.46695
H15 -1.18643 0.86363 -2.09994
H16 -1.35084 -0.78640 -2.51685
H17 -3.39002 1.06375 -2.11367
H18 -3.37008 0.26369 -0.58028
H19 -5.02378 -0.71667 -2.07972
H20 -3.86569 -1.89262 -1.61024
H21 -3.12196 -2.46026 -3.91406
H22 -1.03377 -4.18865 -0.43214
H23 -1.75129 -2.79923 -2.02853
C14 1.13396 6.79351 4.02583
C15 1.01665 5.65274 3.03128
O3 1.13639 6.04364 1.67563
C16 2.35716 6.67175 1.31477
C17 3.58953 5.81372 1.52792
H24 0.38680 7.55867 3.81683
H25 0.97861 6.42238 5.03861
H26 2.11637 7.26483 3.99454
H27 0.02325 5.20665 3.10698
H28 1.74124 4.86294 3.27030
H29 2.46064 7.62905 1.83490
H30 2.24910 6.90090 0.25523
H31 3.74589 5.56645 2.57889
H32 4.47534 6.34272 1.17812
H33 3.50382 4.87990 0.97095
C18 5.29396 1.99420 0.68184
C19 5.33380 0.57958 1.22742
O4 4.93860 -0.40971 0.29615
C20 5.72091 -0.50449 -0.88530
C21 7.18541 -0.81793 -0.63871
H34 4.29271 2.23269 0.31680
H35 5.55797 2.70303 1.46591
H36 5.99365 2.13816 -0.14158
H37 4.62716 0.48656 2.05395
H38 6.32464 0.35234 1.63465
H39 5.61822 0.40605 -1.48576
H40 5.26413 -1.31169 -1.45713
H41 7.68783 -0.02930 -0.07787
H42 7.70487 -0.92840 -1.58992
H43 7.28849 -1.74727 -0.07771
C22 -5.89059 -4.41330 -3.75919
C23 -5.76826 -4.58472 -2.25470
O5 -6.26169 -3.48993 -1.50241
C24 -7.63921 -3.19046 -1.67321
C25 -8.57451 -4.32563 -1.29878
H44 -5.39741 -3.48562 -4.04554
H45 -5.41902 -5.25336 -4.26978
H46 -6.92666 -4.36316 -4.09380
H47 -4.71177 -4.64681 -1.98245
H48 -6.22873 -5.52355 -1.92936
H49 -7.83283 -2.85477 -2.69787
H50 -7.82113 -2.33599 -1.02186
H51 -8.43575 -5.20050 -1.93446
H52 -9.60939 -4.00191 -1.40458
H53 -8.41066 -4.63127 -0.26503

What molecular weight values result from the calculations? In sequence: 773.5 469.4 542.8 g mol⁻¹.